Record 1
A cluster of 14 separate species, C56H84O42 in total, computed with wB97M-V/def2-TZVPD.

```
182
Properties=species:S:1:pos:R:3:forces:R:3:lowdin_charge:R:1
C 1.490 10.540 7.654 0.3890 0.9586 -1.2738 -0.008
H -9.414 6.321 -0.755 1.3445 -0.1760 -0.2800 0.145
H -6.898 5.764 0.336 -0.1761 -0.1107 -0.5353 0.085
H -1.389 -9.978 -2.415 -0.1808 0.0023 0.0483 0.146
H -8.934 -6.292 -3.056 0.1840 0.1756 -0.4290 0.154
C 0.527 0.399 8.616 0.8570 0.9994 -1.2790 -0.006
C -8.078 -6.861 -2.693 -0.1701 -0.0477 -1.7762 -0.324
O 1.092 3.276 -7.627 -1.9437 0.4770 -1.5945 0.128
H 6.011 7.270 -0.517 -0.4547 0.3329 0.3953 0.131
C 0.048 3.457 -8.232 2.5517 0.9690 0.2594 -0.555
C -0.259 9.851 5.918 -0.5659 -2.3194 0.8091 -0.111
O 5.800 6.828 1.516 1.4097 2.0930 -0.4229 0.112
H 1.506 0.286 0.201 0.1123 -0.3297 0.1928 0.151
O 2.081 1.790 9.746 1.8193 -0.7909 1.2277 0.087
H 8.285 -7.666 0.803 0.2965 -0.3303 0.0576 0.130
H -6.674 -0.087 -2.386 -0.2906 -0.3151 -0.3197 0.092
H -0.267 8.874 5.436 0.1420 0.0325 -0.0199 0.141
H -0.294 8.274 -4.258 0.6356 0.5106 -0.3907 0.129
C -0.350 8.633 -1.725 0.3132 0.6339 -0.3527 -0.025
C 6.452 5.270 -0.104 -0.8227 -1.5260 -0.6849 -0.329
C -1.329 3.472 -11.317 -0.8746 0.8209 0.9208 -0.002
O -8.674 -0.461 -3.890 -1.7652 -1.0871 0.4023 0.058
C -8.430 1.350 -5.192 1.7132 1.0725 1.3193 -0.087
O -1.117 3.045 -7.833 -2.3786 -1.3866 0.4912 0.098
H 0.076 -1.904 0.985 0.2222 0.4307 0.2356 0.085
H -4.161 -8.464 10.940 -0.1480 -0.3103 -0.0173 0.087
O -1.969 -11.432 -1.105 -1.1715 4.8361 0.9700 0.139
H -6.076 0.177 -4.075 0.0504 -0.2398 0.1882 0.089
C 10.793 -0.954 -3.506 1.4343 0.2931 -0.9602 -0.118
H -8.239 -5.398 -1.146 0.1769 0.1352 -0.0105 0.138
C -7.646 5.875 1.121 1.4038 0.0562 -0.8634 -0.015
H -8.359 5.058 1.013 -0.0192 0.0483 0.3351 0.095
H 3.138 -2.616 -6.994 -0.0227 -0.2662 -0.2809 0.082
O 9.723 -1.596 -2.910 -2.1205 -0.6364 0.4762 0.074
C 10.920 0.389 -2.781 0.2135 0.1083 0.9459 -0.301
C 8.551 -8.487 3.807 -0.0763 0.3916 -1.1665 -0.529
O 5.603 -5.940 -6.189 0.2430 -0.8496 1.3666 0.060
O -0.438 -8.110 9.122 1.5453 0.3784 -1.3711 0.051
H 5.816 -3.895 -6.575 0.1997 -0.1294 0.1896 0.135
H 0.093 7.728 -2.141 -0.1010 -0.0926 0.1312 0.085
C 0.136 -11.485 -2.087 -0.4500 2.6445 0.0521 -0.098
C 12.263 0.720 -2.154 0.1622 0.0902 -1.0466 -0.016
H -8.636 1.400 -3.004 -0.3044 -0.0119 0.0637 0.152
C -1.677 -12.612 -1.426 -4.1366 -4.7929 2.2570 -0.675
H -1.107 2.406 -11.360 0.0375 -0.0004 0.4821 0.084
C -1.427 4.099 -9.873 0.3475 0.2859 -1.5321 -0.332
H 0.142 -8.712 -0.834 0.4722 -0.4919 -0.4046 0.072
C 0.424 0.218 0.316 1.2800 -2.0008 -0.5881 -0.322
H 5.192 -4.920 -7.906 0.2656 0.0005 0.0550 0.138
C 1.095 10.417 6.188 0.7039 -0.2533 -0.1727 -0.351
H 12.777 -0.170 -1.789 -0.2037 0.1285 0.3922 0.090
C -1.413 -7.260 8.614 1.2349 -1.2652 -0.7196 -0.534
C 5.214 -4.768 -6.827 -2.0558 0.5118 -1.0584 -0.107
C 4.849 -6.088 -5.044 1.2595 -2.3476 1.7412 -0.485
H -7.622 -8.887 -2.288 0.0254 -0.2143 -0.3523 0.099
H -0.739 9.730 6.889 -0.5941 0.1472 -0.1290 0.134
H -9.294 -8.473 -2.022 -0.0343 0.2041 0.3665 0.091
H 1.953 1.811 7.731 -0.0379 0.0044 -0.0788 0.154
C 5.829 -6.664 2.637 0.0266 -0.6162 -1.0736 -0.008
O -10.755 -1.141 -4.628 3.7902 3.3533 -0.4844 0.100
H 6.187 5.505 -2.303 0.4501 -0.1060 0.1165 0.085
O 1.058 3.720 9.837 0.0766 0.1016 0.0341 0.075
H 2.319 11.240 7.555 0.4410 -0.2196 0.6241 0.087
C 3.773 -4.614 -6.286 -1.2904 3.1519 -0.6687 -0.335
H 0.355 -11.284 -3.135 0.0535 -0.2941 -0.0133 0.138
H -1.853 5.102 -9.856 0.1950 0.1706 -0.7924 0.151
H 2.395 -3.005 -5.476 0.0183 -0.6473 0.0386 0.084
H 0.722 11.121 8.164 -0.1568 -0.5474 0.3654 0.095
C 3.300 -3.159 -6.063 0.9175 0.5536 -0.4512 -0.024
H 1.037 -11.299 -1.502 0.0738 -0.8461 0.1586 0.137
C -8.446 -8.292 -2.682 -0.6886 -1.0258 0.8552 -0.033
H 0.053 0.202 9.577 -0.0560 0.0889 -0.2185 0.093
O 3.861 -5.173 -5.029 0.6726 -1.7550 1.7030 0.086
H 12.886 1.116 -2.957 0.2071 0.0151 -0.0813 0.085
O -0.773 2.145 0.192 -0.5884 1.9651 0.8715 0.084
C 1.304 1.752 8.605 -1.3390 -1.7562 0.0382 -0.334
H -2.580 2.478 -9.289 -0.0235 -0.5018 0.8198 0.133
H -3.119 -9.675 11.730 0.1466 0.1672 0.0641 0.089
H 1.205 -0.398 8.314 0.1492 -0.0913 0.5230 0.080
O 5.003 5.365 3.045 1.1306 0.7871 -3.2048 0.123
O -4.069 7.428 -3.700 3.5240 1.2607 0.3967 0.102
O -2.456 -13.521 -1.145 1.8921 0.7033 -1.1861 0.120
C -2.147 3.349 -8.798 -0.3901 -0.6118 -0.0077 -0.070
C -8.099 0.812 -3.749 0.3525 0.3064 -0.7848 -0.320
C 6.841 -7.844 2.397 0.2900 2.9778 0.1982 -0.310
C -9.280 7.211 -0.140 -1.1132 0.1190 -3.4518 -0.172
O -1.036 2.475 2.463 1.4506 -1.6958 -3.2982 0.110
C -0.199 1.199 -0.635 -0.1150 -1.0338 -1.1215 -0.133
H -0.590 2.776 9.010 0.0387 0.1511 -0.0733 0.137
O 0.112 0.715 1.593 -0.1735 0.0523 0.8184 0.101
O 9.085 -8.981 4.742 -0.2742 0.1602 -0.1500 0.176
H -1.188 -1.103 0.065 -0.2365 -0.1965 0.2283 0.084
H 7.534 7.057 0.225 -0.0160 0.3271 1.0988 0.139
H -0.065 -8.750 11.095 -0.0078 0.5321 -0.1418 0.139
O 5.630 4.769 0.916 -1.2860 -1.6163 1.6063 0.070
C -0.586 1.849 1.491 -1.5753 1.4817 2.9832 -0.510
C -0.233 11.845 4.977 -0.2298 3.3902 -1.5279 -0.538
H -6.242 1.479 -2.894 0.0471 0.2272 -0.2552 0.084
O -2.572 8.588 -2.441 -0.3558 -0.0302 -0.7106 0.086
C -5.989 -5.949 -3.088 -0.5062 1.2529 -1.8218 -0.520
C -0.534 -9.479 -0.457 -0.9967 -0.3685 -0.9817 -0.006
H 4.920 -7.027 3.118 -0.0583 -0.1549 -0.3173 0.079
O 9.954 0.235 -1.749 -0.2315 0.5048 0.9838 0.080
O 8.397 -1.219 -1.046 1.9618 0.3273 -2.2995 0.126
H 0.154 -1.800 -0.734 0.5434 0.5894 -0.2514 0.085
O 9.165 -8.106 2.643 -0.3582 -0.2127 0.2615 0.060
H 7.345 4.657 0.017 0.5631 0.6249 -0.3774 0.157
H 0.561 1.585 -1.314 -0.2591 0.4883 0.0372 0.139
H -7.588 7.997 0.691 0.0758 0.3534 1.1135 0.162
C -7.578 -6.208 -1.452 0.0115 -0.0014 1.1232 -0.110
O 2.715 3.242 11.335 -1.2074 -0.2257 -1.4830 0.141
H -0.574 3.991 -11.908 -0.0460 0.1224 0.2044 0.082
H 5.672 3.914 -1.676 0.5370 -0.0494 0.1264 0.084
O -11.317 7.670 2.560 3.0471 -1.3289 -2.4383 0.119
C 5.452 5.642 1.931 -1.5726 -2.3160 2.7097 -0.550
H 6.174 -5.852 3.277 0.7576 -0.4626 0.1591 0.086
O -10.516 7.277 0.425 -2.9763 0.1822 3.1597 0.070
C 8.194 -7.402 1.857 0.5891 0.2917 -1.6202 -0.107
H -9.259 8.090 -0.784 0.6936 -0.0479 -0.3061 0.143
C 9.269 -0.897 -1.844 -1.7190 -0.6234 1.8532 -0.533
O -1.358 -6.684 7.564 0.1414 -0.4155 1.3055 0.161
H -0.877 8.425 -0.794 0.2214 -0.0457 0.0003 0.093
H -3.348 -9.754 9.987 -0.1919 0.0469 -0.0597 0.092
H -0.149 -9.860 0.490 0.1432 -0.5382 -0.3207 0.078
C -0.818 -8.801 10.308 0.2071 -0.2095 -1.2919 -0.110
H 6.504 -8.704 1.819 -0.5408 0.0307 0.2432 0.156
H 1.903 10.001 5.587 -0.0184 -0.6241 0.2074 0.158
H 4.725 5.299 -1.426 -0.0684 0.3221 0.3799 0.088
O -2.200 8.339 -4.620 -2.5926 -1.3529 -0.8830 0.079
O 7.236 -8.174 3.675 0.1151 -1.9569 3.0729 0.054
C 0.451 2.992 8.773 0.0249 0.2533 -0.9851 -0.092
H 4.098 -2.603 -5.571 0.0465 -0.0125 0.2433 0.081
H -6.991 5.772 1.986 -0.6479 0.1620 0.4962 0.089
O -5.103 -5.444 -3.752 -1.0893 -1.2597 1.9249 0.130
O -9.600 0.666 -5.516 -1.3512 -0.1394 -0.5087 0.079
H 0.436 9.366 -1.541 0.2346 -0.2158 0.1832 0.085
H 12.181 1.529 -1.429 -0.0934 -0.3290 0.1856 0.090
C 5.766 4.976 -1.448 -0.4451 0.1259 -0.0204 -0.018
H 8.442 -6.341 1.880 -0.4024 0.1547 0.5003 0.134
C -1.346 9.273 -2.679 0.9585 -0.5116 -0.0345 -0.284
H 10.540 1.250 -3.331 0.2705 -0.1794 -0.5411 0.152
H -1.370 -8.839 -0.175 -0.5060 -0.3942 -0.0778 0.068
O -6.966 -6.720 -3.635 -0.0452 0.2670 0.4759 0.076
C -6.695 0.559 -3.264 0.5680 1.0328 -0.2450 -0.021
H -7.626 1.139 -5.897 -0.0447 -0.2488 -0.0993 0.133
H -8.626 2.422 -5.208 -0.0491 -0.0730 0.0164 0.134
C -0.108 -1.224 0.154 -0.7270 0.2647 0.1468 -0.008
C -8.318 7.234 0.958 2.6248 -2.3406 -0.6347 -0.358
O -0.129 4.194 -9.374 2.4255 -0.0346 0.8096 0.067
H 1.812 9.600 8.101 -0.2786 0.1918 0.1149 0.095
H -1.005 0.739 -1.207 0.0683 -0.0133 -0.2392 0.134
O -9.082 7.402 2.084 -1.1878 1.2056 2.0181 0.110
H 11.591 -1.690 -3.412 0.7146 0.6260 0.1523 0.138
H 10.690 -0.759 -4.574 -0.5997 -0.3235 -0.0700 0.133
O 0.943 11.703 5.645 -0.3745 2.3311 -0.7030 0.076
H -0.923 9.918 -4.780 0.0064 -0.2224 -0.1181 0.139
C -10.389 7.417 1.779 -3.0528 1.8809 1.3790 -0.472
H -2.297 3.630 -11.794 -0.0292 -0.0812 -0.1957 0.078
C -0.979 -10.557 -1.588 1.1915 3.5413 1.4010 -0.248
H -1.392 10.332 -2.423 -0.6672 -0.0029 -0.1814 0.149
H 0.592 3.527 7.833 -0.7054 0.5524 0.2414 0.135
H -7.454 -6.863 -0.589 0.0117 -0.2463 -0.1020 0.138
C -2.984 8.018 -3.580 -4.7201 -0.8346 -0.3976 -0.513
C -9.780 -0.348 -4.678 -2.7101 -3.8924 0.7214 -0.493
H 5.607 -6.157 1.698 -0.3647 -0.2651 -0.1765 0.078
C -2.100 -8.116 10.557 -1.7097 -0.1427 3.0118 -0.362
O -6.316 -5.694 -1.801 1.5255 0.6960 -0.0602 0.067
H -0.152 0.439 7.764 -0.5903 -0.0031 0.2997 0.083
H -2.925 3.950 -8.326 0.1285 -0.2246 0.1544 0.138
O -2.420 -7.316 9.456 -1.1945 0.6756 -0.5164 0.110
H -0.979 -9.863 10.127 0.1419 -0.0979 -0.4861 0.130
H -1.937 -7.412 11.373 -0.3930 -0.0193 0.3403 0.157
C 2.021 2.950 10.386 0.9679 0.7188 1.7293 -0.553
O 5.081 -6.942 -4.193 -0.8089 2.4710 -2.2788 0.128
O -0.614 12.833 4.348 1.4539 -2.4015 1.7614 0.116
H -8.838 -8.646 -3.635 0.6124 0.0837 -0.1999 0.094
C -3.263 -9.072 10.833 0.2298 0.6637 -0.1238 -0.009
H 2.931 -5.072 -6.806 0.5458 -0.6850 -0.5831 0.155
O -0.508 -12.677 -1.916 3.6124 -3.9895 -1.9057 0.128
C 6.501 6.712 0.280 0.5635 0.9985 -1.7175 -0.091
O -0.941 10.751 5.091 -0.9017 -0.7040 -0.0646 0.104
C -1.103 9.002 -4.217 2.5226 0.8852 2.3639 -0.126
```
Forces are in eV/Å.

Output
**Net charge**: 0
**Relative energy (zero: lowest compared OMol25 entry of this formula, charge and spin)**: 220.99 kcal/mol
**LUMO**: -0.259 eV
**Multiplicity**: 1



Record 2
A cluster of 2 separate species, C2H3NO2S in total, computed with wB97M-V/def2-TZVPD.

```
9
Properties=species:S:1:pos:R:3:forces:R:3:nbo_charge:R:1
H -2.271 -1.186 -0.323 -2.9303 2.4232 -1.2146 0.473
O 2.945 0.891 0.370 -1.5598 0.8190 -1.6081 -0.445
H 0.228 -1.571 0.453 -0.6002 1.6945 -0.0179 0.406
C 1.913 1.106 -0.165 -0.1702 -1.6885 2.2674 0.433
S -1.577 1.589 0.119 -0.3889 -0.0119 0.0807 -0.111
C -0.520 0.422 0.433 1.1741 -0.9628 -0.7238 -0.077
N -0.532 -0.882 0.259 2.0932 -0.4308 0.8223 -0.325
O -1.590 -1.712 -0.041 1.5451 -2.3804 0.8615 -0.538
H 1.403 1.344 -1.105 0.8369 0.5378 -0.4674 0.183
```
Forces are in eV/Å.

Output
**Net charge**: 0
**Relative energy (zero: lowest compared OMol25 entry of this formula, charge and spin)**: 146.52 kcal/mol
**LUMO (spin up / spin down)**: -0.692 / 0.218 eV
**Multiplicity**: 1



The calculation returns the following electronic energy values, one per record and in order: -145425.8394; -18537.0988 eV.